Computed, not measured: one molecule with the formula C5H8O, with wB97M-V/def2-TZVPD.

The geometry in XYZ format:
```
14
C5H8O, DFT wB97M-V/def2-TZVPD
C -0.453 -0.080 -1.858
C 0.193 -0.613 -0.810
O 0.233 -1.931 -0.484
C 0.719 0.371 0.148
C 0.770 0.474 1.641
C -0.560 0.512 1.014
H -0.719 -0.646 -2.732
H -0.711 0.978 -1.830
H -0.535 -2.332 -0.914
H 1.206 1.192 -0.381
H 1.057 -0.336 2.298
H 1.110 1.464 1.928
H -1.115 -0.425 1.114
H -1.194 1.372 0.866
```

LUMO level: 0.91 eV
HOMO-LUMO gap: 8.987 eV

Computed, not measured: one molecule with the formula C13H23N2O6PS2, with wB97M-V/def2-TZVPD.

The geometry in XYZ format:
```
47
C13H23N2O6PS2, DFT wB97M-V/def2-TZVPD
O -3.822 3.751 2.337
C -3.540 2.762 1.693
N -3.930 1.384 2.022
C -2.640 0.738 1.731
O -2.584 -0.639 1.952
C -2.027 1.282 0.415
C -2.249 0.549 -0.902
C -1.984 -0.959 -0.871
C -0.597 -1.339 -0.377
S 0.656 -1.190 -1.678
C 1.590 -2.705 -1.500
S 0.814 -4.127 -1.589
N 2.966 -2.547 -1.293
C 3.803 -3.334 -2.201
C 5.201 -3.356 -1.639
O 5.236 -4.200 -0.505
C 4.214 -3.908 0.442
C 3.352 -2.687 0.126
C -2.785 2.638 0.376
C -2.025 3.836 -0.189
P -0.879 4.552 0.999
O -0.120 3.557 1.761
O -1.624 5.568 1.976
O 0.036 5.472 0.063
H -4.567 1.166 1.251
H -1.982 1.193 2.483
H -2.645 -0.783 2.897
H -0.998 1.527 0.653
H -3.248 0.711 -1.299
H -1.550 0.977 -1.623
H -2.078 -1.324 -1.893
H -2.760 -1.458 -0.301
H -0.321 -0.764 0.500
H -0.617 -2.382 -0.076
H 3.469 -4.365 -2.309
H 3.833 -2.859 -3.180
H 5.865 -3.798 -2.375
H 5.582 -2.359 -1.409
H 3.622 -4.804 0.611
H 4.708 -3.690 1.390
H 2.439 -2.809 0.704
H 3.826 -1.783 0.499
H -3.624 2.515 -0.312
H -2.740 4.575 -0.546
H -1.425 3.539 -1.045
H -2.464 5.869 1.617
H 0.612 6.007 0.618
```

LUMO level: -0.45 eV
HOMO-LUMO gap: 7.944 eV

Computed, not measured: a 2-piece molecular cluster, C3H7N2O overall, with wB97M-V/def2-TZVPD.

The geometry in XYZ format:
```
13
C3H7N2O, DFT wB97M-V/def2-TZVPD
C 2.173 0.684 1.279
C 0.763 -0.063 -0.563
C -1.251 0.177 0.123
N 1.491 0.598 0.231
N -1.923 -0.783 -0.555
O 0.811 -0.619 -1.705
H 2.317 -0.162 1.930
H 2.545 1.650 1.585
H -1.174 1.221 -0.206
H -0.765 0.119 1.217
H -2.400 -1.446 -0.002
H -0.125 -0.983 -1.942
H -2.462 -0.393 -1.392
```

LUMO level: -4.36 eV
HOMO-LUMO gap: 9.050 eV
Total charge: +1

Computed, not measured: a 2-piece molecular cluster, C11H15N overall, with wB97M-V/def2-TZVPD.

The geometry in XYZ format:
```
27
C11H15N, DFT wB97M-V/def2-TZVPD
C 0.561 0.035 -2.562
C -0.136 1.371 -2.840
H 0.223 -0.769 -3.215
H 1.641 0.062 -2.668
H 0.344 -0.177 -1.512
H 0.009 2.112 -2.054
H -1.199 1.218 -3.010
H 0.327 1.844 -3.710
C 1.333 1.912 2.157
C -0.217 -0.019 1.162
C 1.038 0.572 1.501
C 0.031 -1.374 0.877
C 2.005 -0.408 1.360
C -1.581 0.450 1.018
C -0.929 -2.336 0.495
C -2.517 -0.470 0.525
C -2.241 -1.815 0.302
N 1.394 -1.572 0.937
H -1.765 1.506 1.178
H 2.360 1.837 2.487
H 0.594 2.107 2.932
H 3.056 -0.291 1.579
H 1.794 -2.483 0.849
H -0.700 -3.375 0.510
H -3.555 -0.208 0.336
H -3.067 -2.418 -0.030
H 1.197 2.690 1.397
```

Spin multiplicity: 2
LUMO level (alpha / beta): 3.82 / 3.75 eV
HOMO-LUMO gap (alpha / beta): 3.197 / 6.542 eV
Expectation value of S²: 0.768
Total charge: -1

Computed, not measured: one molecule with the formula C5H8N2, with wB97M-V/def2-TZVPD.

The geometry in XYZ format:
```
15
C5H8N2, DFT wB97M-V/def2-TZVPD
C -1.320 1.047 -0.742
C -0.159 0.521 0.032
C 1.228 0.431 -0.441
C 1.315 -1.205 -0.232
N 2.106 -2.074 -0.481
C -0.279 -0.192 1.314
N -0.070 -1.277 0.351
H -1.328 2.141 -0.671
H -1.222 0.786 -1.800
H -2.279 0.679 -0.362
H 1.959 0.882 0.237
H 1.403 0.722 -1.476
H -1.278 -0.222 1.748
H 0.506 -0.078 2.067
H -0.580 -2.161 0.457
```

LUMO level (alpha / beta): 0.33 / 0.33 eV
HOMO-LUMO gap (alpha / beta): 7.456 / 7.457 eV

Computed, not measured: one molecule with the formula C10H15BrN2O2, with wB97M-V/def2-TZVPD.

The geometry in XYZ format:
```
30
C10H15BrN2O2, DFT wB97M-V/def2-TZVPD
C 0.680 -4.026 -0.630
C 1.161 -3.132 0.589
O 0.809 -1.767 0.501
N -0.564 -1.690 0.310
C -1.027 -0.566 0.019
C -0.303 0.746 -0.229
O 0.820 0.932 0.421
C 1.180 2.292 0.837
C 0.142 2.832 1.864
C -0.779 1.415 -1.325
C -2.006 0.997 -1.978
C -2.877 0.050 -1.556
C -2.483 -0.423 -0.179
N -3.085 0.531 0.812
Br -5.014 0.605 0.734
H 1.322 -3.767 -1.453
H 0.874 -5.048 -0.518
H -0.440 -3.858 -0.530
H 2.266 -3.149 0.639
H 0.765 -3.535 1.535
H 2.137 2.213 1.211
H 1.381 2.780 -0.181
H -0.154 1.996 2.492
H 0.548 3.644 2.398
H -0.861 3.013 1.291
H -0.188 2.150 -1.719
H -1.966 1.347 -3.035
H -3.891 -0.102 -1.955
H -2.960 -1.366 0.000
H -2.630 1.429 0.683
```

LUMO level: -0.04 eV
HOMO-LUMO gap: 8.038 eV

Computed, not measured: a 2-piece molecular cluster, C2H5OP overall, with wB97M-V/def2-TZVPD.

The geometry in XYZ format:
```
9
C2H5OP, DFT wB97M-V/def2-TZVPD
C -0.306 -0.199 -0.010
C -0.675 -1.325 -0.554
O -0.090 -2.482 -0.761
P 1.320 1.977 1.622
H 0.727 3.195 1.083
H -1.013 0.628 0.126
H -1.716 -1.206 -1.073
H -0.706 -3.078 -1.241
H 2.458 2.489 0.809
```

LUMO level (alpha / beta): -0.94 / -0.51 eV
HOMO-LUMO gap (alpha / beta): 8.202 / 8.170 eV

Computed, not measured: a 2-piece molecular cluster, C4H14N3 overall, with wB97M-V/def2-TZVPD.

The geometry in XYZ format:
```
21
C4H14N3, DFT wB97M-V/def2-TZVPD
C 0.908 -0.764 -1.972
C 0.730 1.316 -0.716
N 1.450 0.526 -1.560
N 1.233 2.349 -0.114
N -0.658 1.124 -0.684
H 2.518 0.537 -1.408
H 2.183 2.518 -0.046
H 0.697 2.968 0.401
H -1.114 0.468 -1.253
H -1.259 1.836 -0.590
H 0.415 -0.754 -2.903
H 0.231 -1.297 -1.384
H 1.772 -1.473 -1.914
C -1.754 -1.502 1.412
C -0.550 -0.853 2.174
H -2.739 -1.183 1.684
H -1.718 -1.458 0.327
H -1.693 -2.631 1.527
H -0.703 -0.073 2.765
H -0.034 -0.203 1.397
H 0.087 -1.449 2.855
```

LUMO level: -3.18 eV
HOMO-LUMO gap: 11.280 eV
Total charge: +1